Formula: C5H7N3
Source: the OMol25 dataset
Level of theory: the ωB97M-V functional and the def2-TZVPD basis

## Properties
M	109.13	g mol⁻¹
frontier orbital gap	9.1	eV
SMILES	[H]/N=C\N1N=C[C@@H]2C[C@@H]21

```
15
Properties=species:S:1:pos:R:3:forces:R:3:lowdin_charge:R:1
C -2.1726 -0.6781 -0.0776 -4.557 1.253 1.087 -0.2306
N -0.8952 -0.2850 -0.4356 5.542 1.844 2.830 -0.0949
C 0.6644 1.4637 -0.2461 -5.026 1.268 1.061 -0.1364
C 1.8121 -0.8780 -0.5636 -1.188 1.455 3.077 0.0107
H 0.8610 2.5426 -0.0066 -0.395 -0.984 -1.089 0.1242
N -0.6253 1.1090 -0.4021 1.236 2.480 -2.180 0.0386
H 2.0099 0.8160 1.3279 -0.557 -1.139 -1.774 0.1617
N -3.2702 0.2200 0.0568 5.234 -4.629 -0.506 0.0364
C 1.4624 0.4692 0.3749 0.176 -2.917 -1.019 -0.2496
H 1.6147 -0.8851 -1.6927 0.556 0.343 2.025 0.1119
H 0.3913 -1.0987 1.3636 -0.619 -1.008 -0.153 0.1122
C 0.4329 -0.6783 0.3742 2.335 -1.498 -1.667 -0.1441
H 2.7499 -1.3523 -0.0715 -2.091 0.260 -1.312 0.1015
H -2.8457 1.1600 -0.0317 -0.107 -0.510 -0.126 -0.0051
H -2.1895 -1.9250 0.0300 -0.539 3.781 -0.252 0.1636
```
Positions in Å, forces in eV/Å.


Formula: C5H7N3
Source: the OMol25 dataset
Level of theory: the ωB97M-V functional and the def2-TZVPD basis

## Properties
M	109.13	g mol⁻¹
frontier orbital gap	8.7	eV
SMILES	C=C1C=CN=NN1C

```
15
Properties=species:S:1:pos:R:3:forces:R:3:lowdin_charge:R:1
N -1.8318 -1.2923 -0.1047 -0.320 -0.022 0.215 0.0145
H 1.2989 -1.5727 -0.6769 -1.708 -1.034 1.940 0.1312
H -1.0913 2.4522 0.3337 -0.450 -1.399 -0.661 0.1378
H 2.0439 0.7152 0.0686 -0.943 -1.330 -0.711 0.0636
C -0.1962 0.5286 -0.0136 -1.018 -2.467 -0.812 -0.3353
C 1.0112 1.0363 -0.1602 3.328 1.389 1.868 0.0079
H 0.9922 -1.8792 1.1631 -0.684 0.560 -0.684 0.0975
H -0.0403 -2.7603 -0.0043 0.324 -0.870 -0.256 0.0627
H -3.4667 1.5083 0.3927 1.027 -0.704 -0.817 0.1194
C -1.3195 1.3704 0.0694 -0.797 3.208 1.261 -0.0702
H 1.1419 2.0787 0.1515 -0.924 0.194 -0.810 0.0568
C -2.5673 0.9152 0.0775 -0.394 -0.974 0.771 -0.1046
C 0.4838 -1.8426 0.1675 1.178 0.965 -2.013 -0.0371
N -0.5867 -0.8643 -0.0266 2.530 2.060 0.890 -0.1359
N -2.7840 -0.4790 -0.0749 -1.147 0.424 -0.182 -0.0084
```
Positions in Å, forces in eV/Å.


Formula: C5H7N3
Source: the OMol25 dataset
Level of theory: the ωB97M-V functional and the def2-TZVPD basis

## Properties
M	109.13	g mol⁻¹
frontier orbital gap	9.6	eV
SMILES	CC1=NC(=N)N=C1C

```
15
Properties=species:S:1:pos:R:3:forces:R:3:lowdin_charge:R:1
C -0.0308 -0.4029 -0.4999 0.007 0.280 -0.810 -0.3171
H 3.2972 -0.7459 -0.9569 0.458 2.939 1.346 0.1063
N 1.0849 -0.4184 -1.0672 2.505 -0.781 -0.992 0.1222
C -1.0539 -1.4125 -0.8862 -5.395 1.244 1.860 -0.0399
C 1.9683 0.4201 -0.3226 3.580 -1.077 1.634 -0.4118
C -1.1485 1.1695 1.2672 1.435 3.197 1.957 -0.0558
H -2.0393 1.2593 0.6684 -0.390 -0.600 -0.196 0.0405
N 1.2312 1.1752 0.7292 0.080 -1.053 -2.996 0.1751
H -1.3359 0.5534 2.2889 0.484 1.827 -2.386 0.1297
N 3.2860 0.1814 -0.3014 -4.506 -1.746 -1.648 0.1364
H -0.8253 2.4379 1.3636 -1.210 -3.832 0.711 0.1645
C 0.0540 0.7103 0.4963 -1.850 -0.092 2.313 -0.3617
H -0.7413 -2.3766 -1.2891 0.405 0.410 0.341 0.0697
H -1.8000 -1.5273 0.0837 2.104 -0.356 -2.043 0.1253
H -1.9466 -1.0233 -1.5739 2.292 -0.360 0.910 0.1166
```
Positions in Å, forces in eV/Å.


Formula: C5H7N3
Source: the OMol25 dataset
Level of theory: the ωB97M-V functional and the def2-TZVPD basis

## Properties
M	109.13	g mol⁻¹
frontier orbital gap	9.9	eV

```
15
Properties=species:S:1:pos:R:3:forces:R:3:lowdin_charge:R:1
C -0.6105 -0.2664 1.1979 1.603 0.951 1.133 -0.1102
N -1.6208 0.6353 1.2967 -3.343 -1.992 -2.666 0.0111
H 0.0355 -0.0647 2.0990 0.098 -0.747 -1.366 0.1275
H -1.3829 1.5667 1.3800 0.562 2.344 0.209 0.0308
H -0.6577 -0.4442 -2.0073 -0.427 0.131 0.277 0.0625
C 0.2787 -0.8263 -1.6201 -0.017 -1.329 0.026 -0.0629
H 0.9563 -0.6972 -2.5119 -0.239 -0.516 1.176 0.0963
N 0.1159 2.4629 -0.1932 0.008 0.753 -0.106 0.1647
H 0.0842 -1.9565 -1.3249 0.776 2.334 -0.743 0.1247
N 3.0478 -0.7156 0.5401 -0.675 0.421 -0.262 0.1586
C 0.5104 1.4006 -0.3734 -0.266 -0.402 -0.368 -0.2574
H -2.4510 0.4863 0.6116 2.054 0.516 1.682 0.1525
C 0.7183 -0.0148 -0.3833 -1.089 -0.470 1.226 -0.3641
H -1.0618 -1.2305 1.1634 0.554 -1.089 -0.527 0.0917
C 2.0374 -0.3354 0.1254 0.400 -0.905 0.308 -0.2257
```
Positions in Å, forces in eV/Å.


Formula: C5H7N3
Source: the OMol25 dataset
Level of theory: the ωB97M-V functional and the def2-TZVPD basis

## Properties
M	109.13	g mol⁻¹
frontier orbital gap	9.9	eV
SMILES	c1n[nH]cc1[C@@H]1CN1

```
15
Properties=species:S:1:pos:R:3:forces:R:3:lowdin_charge:R:1
H 0.8235 2.1933 -0.1291 1.000 -1.386 -0.263 0.1322
C 1.1134 1.0957 -0.1335 -1.339 1.901 0.706 -0.1572
H -1.4656 0.9327 -1.3198 0.073 0.069 1.235 0.1552
N -2.3576 -0.7464 -0.3073 1.642 0.185 1.966 0.0392
C -2.3027 0.3763 0.6975 -0.872 -0.216 -0.956 -0.1263
H 2.9119 -1.3242 0.2880 1.421 -1.128 0.529 0.1127
H -3.0943 -0.6143 -0.9699 -0.319 0.397 -0.375 0.0695
C 0.0932 0.0867 -0.0797 1.507 1.296 -1.000 -0.1884
H 0.3822 -1.8860 0.2732 -0.611 -3.286 0.236 0.0956
N 2.3395 0.6710 0.0379 -0.278 -2.208 -0.650 0.0527
H -2.0355 0.1681 1.7214 0.182 -0.333 -0.071 0.1081
C -1.3363 0.3375 -0.3835 0.375 -0.555 -1.406 -0.3010
H -3.0287 1.1299 0.5613 -1.002 0.645 0.244 0.0839
N 2.1578 -0.7662 0.0554 -1.148 4.345 0.105 0.0276
C 0.8538 -1.0143 0.0780 -0.632 0.274 -0.301 -0.1037
```
Positions in Å, forces in eV/Å.


Formula: C5H7N3
Source: the OMol25 dataset
Level of theory: the ωB97M-V functional and the def2-TZVPD basis

## Properties
M	109.13	g mol⁻¹
frontier orbital gap	9.7	eV
SMILES	C1=NN2C[C@@H]2[C@H]2N[C@H]12

```
15
Properties=species:S:1:pos:R:3:forces:R:3:lowdin_charge:R:1
H -1.6907 -0.7204 2.1353 -0.773 -0.864 -0.801 0.1310
C 1.6606 1.0256 -0.3460 -1.813 1.109 1.611 -0.0487
H 1.7674 1.9489 -0.8240 3.444 1.897 0.874 0.0962
C 0.1808 1.1228 0.0814 0.754 -0.109 1.844 -0.2389
C -0.1026 -1.3904 -0.7591 -1.602 -3.484 2.972 -0.1376
C -1.3124 -0.7777 0.0556 1.916 -0.480 -8.544 -0.2554
N 0.7507 -0.6643 -1.2756 -0.322 1.003 -3.078 0.0124
H -0.3259 2.0127 0.1246 -0.710 2.500 0.020 0.1153
C -0.4325 0.1064 0.9357 0.030 -0.114 -0.423 -0.2146
N -1.7800 -0.3230 1.1972 -2.212 2.343 5.415 0.0623
H 0.1290 -0.5623 1.5246 1.793 -0.212 0.341 0.1257
H 2.1652 0.0883 -0.0057 0.465 1.795 -0.421 0.1419
H 0.2207 -2.4387 -0.7464 -0.624 0.010 0.022 0.1116
N 0.5744 0.7706 -1.2274 -1.018 -4.583 -2.013 -0.0780
H -1.8049 -0.1987 -0.8699 0.671 -0.812 2.179 0.1769
```
Positions in Å, forces in eV/Å.


Formula: C5H7N3
Source: the OMol25 dataset
Level of theory: the ωB97M-V functional and the def2-TZVPD basis

## Properties
M	109.13	g mol⁻¹
frontier orbital gap	8.7	eV
SMILES	CN=C=CN[C@@H]1C=N1

```
15
Properties=species:S:1:pos:R:3:forces:R:3:lowdin_charge:R:1
H 2.7965 -0.2642 -1.2622 2.560 0.148 -2.925 0.0794
N -1.5218 -0.2114 0.8597 1.407 0.917 -2.501 0.0187
H 2.3757 1.6526 0.4119 0.047 0.287 -0.099 0.1225
C 0.4098 1.3669 0.3147 -1.528 0.572 1.430 -0.1374
N 1.7053 1.2149 -0.2050 0.229 0.667 -0.231 -0.0120
H -2.6244 -0.0603 -1.1434 0.386 -0.108 1.218 0.0951
H -2.6729 -1.6532 -0.1787 0.451 1.507 -0.275 0.0961
N 2.2629 -1.0812 0.5893 -0.915 -0.590 -0.132 0.1787
H 0.1727 2.3137 0.8817 0.505 -0.805 -1.106 0.1364
C -0.6095 0.5182 0.4056 0.438 0.006 1.278 -0.1653
C 1.2581 -1.1826 -0.1633 1.451 0.126 0.317 -0.1103
C 2.1241 -0.0877 -0.5479 -2.956 -0.449 2.771 -0.3001
C -2.5940 -0.5068 -0.1117 0.407 -2.455 -0.246 -0.1368
H -3.4277 -0.3195 0.4773 -2.187 0.805 0.404 0.0339
H 0.3452 -1.6994 -0.3280 -0.294 -0.626 0.097 0.1010
```
Positions in Å, forces in eV/Å.


Formula: C5H7N3
Source: the OMol25 dataset
Level of theory: the ωB97M-V functional and the def2-TZVPD basis

## Properties
M	109.13	g mol⁻¹
frontier orbital gap	8.3	eV
SMILES	C=C1NC=N/C1=N\C

```
15
Properties=species:S:1:pos:R:3:forces:R:3:lowdin_charge:R:1
C 1.0085 0.6174 -0.0959 -0.448 2.776 0.926 -0.3992
C -2.5427 -0.3149 0.1523 0.675 -0.132 1.864 -0.1431
H -2.5648 -0.8923 1.1163 -0.354 0.930 -0.493 0.1095
N -1.3764 0.4674 0.0641 4.872 -0.669 -0.364 0.0289
H -3.3257 0.3661 -0.0218 -1.529 0.290 0.264 0.0602
C 1.4066 -1.5758 0.0467 -4.077 4.220 -3.026 -0.0897
H 2.0800 2.2968 -0.0268 -3.143 0.859 -0.404 0.1078
N 0.1437 -1.5117 -0.5205 3.180 0.695 3.657 0.1221
C -0.2043 -0.0786 -0.2141 -4.378 -2.281 -0.108 -0.3213
N 1.9758 -0.3009 0.3387 0.972 -0.116 -0.863 0.0606
H -2.4958 -1.0408 -0.5563 -0.453 -2.349 -2.349 0.0317
H 3.0051 -0.0417 0.2356 -2.055 -1.027 0.269 0.1753
H 2.0570 -2.3654 0.0775 1.024 -2.264 0.152 0.0834
C 0.9355 1.9580 -0.1834 3.255 -0.519 0.072 0.0701
H -0.1025 2.4163 -0.4125 2.459 -0.412 0.402 0.1039
```
Positions in Å, forces in eV/Å.


Formula: C5H7N3
Source: the OMol25 dataset
Level of theory: the ωB97M-V functional and the def2-TZVPD basis

## Properties
M	109.13	g mol⁻¹
frontier orbital gap (spin up / spin down)	6.1 / 5.7	eV
total charge	+2

```
15
Properties=species:S:1:pos:R:3:forces:R:3:lowdin_charge:R:1
H 2.5121 1.2173 -0.4335 1.262 -0.516 -0.045 0.1535
H 1.2686 1.8599 -1.4172 -0.472 0.279 -0.570 0.1771
C 0.9355 1.9320 0.7004 -2.639 -1.162 0.881 0.2405
C 1.4533 1.2960 -0.5138 -0.777 0.199 2.132 0.0894
N -2.7826 0.1075 3.3615 3.370 -0.775 0.234 0.2033
C 1.2092 -1.2371 -1.2495 2.327 -2.323 0.312 0.0563
H 2.2763 -1.1151 -1.5718 -0.823 0.159 0.412 0.1485
N -0.2894 -0.2198 0.3215 -1.916 -0.524 2.577 0.2274
H 1.1236 -2.2384 -0.6747 -0.175 1.427 -0.906 0.1874
H 0.6885 -1.3444 -2.1911 -0.806 -0.081 -0.492 0.1540
H -3.7111 0.3664 3.5637 -1.698 0.512 0.398 -0.0003
H -2.2305 -0.1166 4.2410 -1.069 0.314 -1.090 0.0558
C 0.7085 -0.1795 -0.4623 0.869 1.963 -0.721 -0.1283
C -0.5255 0.4865 1.3547 -0.718 -1.766 -1.421 0.1772
N 0.0577 1.7365 1.5459 3.266 2.294 -1.700 0.2583
```
Positions in Å, forces in eV/Å.


Formula: C5H7N3
Source: the OMol25 dataset
Level of theory: the ωB97M-V functional and the def2-TZVPD basis

## Properties
M	109.13	g mol⁻¹
frontier orbital gap	8.7	eV
total charge	+2

```
15
Properties=species:S:1:pos:R:3:forces:R:3:lowdin_charge:R:1
N -0.4909 -1.2699 0.0167 -0.272 0.351 -0.028 0.0648
H 0.1571 -2.0480 0.0148 0.075 0.200 0.017 0.1665
H -0.6618 2.5682 0.0900 0.085 -0.195 -0.007 0.1348
C -0.1394 -0.0112 0.0215 1.221 0.305 0.035 0.0435
C -1.5510 1.9475 0.0633 0.144 0.658 -0.002 0.2796
N 4.7830 -0.0339 -0.0948 -0.547 0.024 0.003 0.3636
H 2.5775 0.0219 0.0350 -0.469 0.067 -0.005 0.0869
N -1.4395 0.6758 0.0146 0.531 -0.609 0.035 -0.0938
H -2.5263 2.4247 0.0794 -0.077 -0.175 -0.015 0.1486
C -2.4667 -0.2737 -0.0085 -0.523 -1.331 -0.032 0.0040
H -2.3093 -2.4636 -0.0063 -0.109 -0.103 -0.017 0.1494
H -3.5042 -0.0094 -0.0338 -0.220 0.099 0.025 0.1498
C -1.8806 -1.4788 -0.0025 -0.871 0.667 -0.008 0.0260
C 3.6513 -0.0166 -0.0334 1.101 0.069 -0.013 0.2875
H 5.8008 -0.0329 -0.1560 -0.069 -0.027 0.010 0.1890
```
Positions in Å, forces in eV/Å.


Formula: C5H7N3O
Source: the OMol25 dataset
Level of theory: the ωB97M-V functional and the def2-TZVPD basis

## Properties
M	125.13	g mol⁻¹
frontier orbital gap	8.9	eV
SMILES	O[C@H]1CNn2cncc21

```
16
Properties=species:S:1:pos:R:3:forces:R:3:lowdin_charge:R:1
N 2.4960 0.8045 -0.3021 -0.230 -0.796 0.987 0.0356
N -0.0085 -1.6326 0.1894 -3.675 -5.105 1.289 -0.0339
H -1.3311 0.4289 1.3479 -1.371 -0.942 2.320 0.1216
N 0.9476 -0.7132 0.1068 -0.771 4.046 -0.195 -0.1362
C -1.1136 0.2800 0.3521 -0.169 3.365 -5.108 -0.3091
H 2.9238 -1.3696 -0.2684 -0.703 1.404 -0.819 0.1375
C 0.3285 0.5193 0.1850 3.338 1.027 2.001 -0.2126
H -2.5865 1.8787 0.0905 4.256 -2.318 -2.094 0.2086
H 1.2564 2.5738 0.2918 0.451 -1.379 -0.304 0.1163
C 2.2043 -0.5007 -0.3409 1.944 -0.894 1.390 -0.1540
C -1.1795 -1.0006 -0.5299 -1.015 -0.766 0.080 -0.0999
O -1.6459 1.4368 -0.3976 -4.720 1.785 2.560 -0.1343
C 1.3688 1.4641 0.1842 -1.711 -0.541 -1.814 -0.0636
H -0.5371 -1.7322 1.2771 2.774 0.360 -3.496 0.2166
H -1.0345 -0.7230 -1.6878 0.223 -0.552 2.839 0.1748
H -2.0889 -1.7142 -0.4981 1.378 1.306 0.363 0.1327
```
Positions in Å, forces in eV/Å.


Formula: C5H7N3O2
Source: the OMol25 dataset
Level of theory: the ωB97M-V functional and the def2-TZVPD basis

## Properties
M	141.13	g mol⁻¹
frontier orbital gap	9.1	eV
SMILES	[H]/N=C(\O)Cc1[nH]ncc1O

```
17
Properties=species:S:1:pos:R:3:forces:R:3:lowdin_charge:R:1
H -1.9625 2.9008 0.1256 -0.013 -0.084 0.011 0.1090
H 1.0766 -0.2534 -1.7258 -0.053 0.195 0.112 0.1242
O 2.4661 -1.6835 -0.1441 -0.861 0.834 -0.791 0.0014
C -0.4434 0.1025 -0.2674 -0.265 0.435 0.388 -0.1960
C -2.5483 0.3750 0.4040 0.200 -0.202 0.030 -0.0914
C -1.3877 1.0756 0.0124 0.124 -0.655 -0.053 -0.2798
N 2.3604 0.0084 1.3212 0.807 -0.673 -0.043 0.1443
H -3.5081 0.7765 0.7222 0.263 -0.195 -0.143 0.1111
C 0.9622 0.2174 -0.7376 0.639 0.463 -0.448 -0.0526
H 2.9848 -0.7884 1.6862 -1.035 1.678 -0.360 0.1013
N -1.0606 -1.0767 -0.0008 0.067 -0.120 -0.268 0.0096
H 2.0090 -2.0166 -0.9271 0.222 0.021 -0.039 0.0829
O -1.1639 2.4079 -0.0831 0.141 0.327 -0.112 0.0617
N -2.3251 -0.9381 0.3825 -0.309 0.151 0.223 0.0266
C 1.9874 -0.3875 0.1836 0.507 -2.118 1.342 -0.4505
H 1.2134 1.2816 -0.8621 -0.202 -0.313 0.056 0.1371
H -0.6603 -2.0016 -0.0895 -0.234 0.255 0.095 0.1614
```
Positions in Å, forces in eV/Å.